(1)
Formula: C38H91N9O6P2S
Source: the Open Molecules 2025 dataset
Level of theory: ωB97M-V/def2-TZVPD

Structure (XYZ):
```
147
Properties=species:S:1:pos:R:3:forces:R:3:lowdin_charge:R:1
H 3.746 -4.241 6.819 0.075 0.019 0.165 0.0861
H 2.757 -0.777 -1.212 0.513 0.308 -0.914 0.0975
H -7.227 5.392 1.587 -0.270 -0.077 0.090 0.0771
H 2.480 -4.620 -2.014 -0.049 1.013 -0.300 0.1081
H -0.590 -4.503 -1.200 0.590 0.829 -0.008 0.1195
H -2.035 1.997 3.342 -0.845 -0.122 -0.603 0.0693
H 3.793 -2.467 6.780 -0.141 -0.067 -0.297 0.0730
H 1.919 -2.196 -7.114 0.492 0.152 -1.012 0.1227
H 0.870 3.058 -3.707 1.026 0.415 -0.020 0.1361
H -9.801 1.461 5.739 0.246 -0.007 -0.229 0.0729
C -9.247 2.310 6.138 -0.269 -0.565 -0.044 -0.1309
H 3.872 -2.848 -3.228 -0.486 0.323 0.779 0.1019
H 1.769 -0.078 -9.457 0.082 0.001 0.129 0.0871
H 3.692 4.199 -0.698 -0.054 -0.645 -0.822 0.1132
H 4.413 3.692 -2.252 -0.885 -0.188 0.259 0.0920
H -4.829 -0.016 1.724 0.315 -0.166 0.977 0.1031
C -8.348 4.458 5.772 -0.118 0.533 -0.143 -0.1377
C -2.516 -2.263 -0.815 -0.005 0.882 1.280 -0.2095
H 5.579 -3.357 0.834 0.069 0.197 0.209 0.0795
C 2.172 0.069 -6.158 0.187 -0.013 -0.152 -0.0875
H 1.522 -3.095 6.155 -0.180 0.052 0.093 0.0634
H -10.371 1.737 3.237 0.036 0.129 -0.134 0.0649
S 2.673 4.346 -4.615 3.691 3.659 0.077 0.7718
H 1.594 2.312 -7.300 0.222 0.433 0.962 0.1367
C 1.637 -0.854 -3.083 -0.311 -0.006 0.200 -0.1764
H -1.515 -3.513 0.674 0.399 0.922 -0.169 0.1079
O 2.574 -4.018 2.822 0.643 -3.543 2.203 -0.3168
C 2.701 -1.778 -7.807 -0.359 0.761 1.068 -0.2215
H 1.597 -1.542 -3.972 0.244 0.795 0.709 0.1030
H 4.157 -2.766 -1.472 -0.903 0.166 -0.529 0.0952
N 3.997 -2.303 -7.357 -0.555 0.014 -0.535 0.0060
C 2.127 -3.554 -2.091 0.467 -0.508 1.282 -0.1994
C 5.401 -1.752 2.792 0.630 -0.012 0.413 -0.1371
H 5.288 1.147 -2.238 0.451 0.418 -0.021 0.0055
C -3.422 0.275 3.474 0.139 0.447 -0.769 -0.2608
H 4.602 -0.034 -4.833 -0.009 0.451 -0.940 0.0997
C 1.984 3.041 -3.526 -1.188 -1.473 -0.121 -0.2869
C -0.245 -3.439 -1.111 -0.533 1.045 0.929 -0.2154
H 6.073 2.471 -1.557 -0.213 -0.241 -0.233 0.0661
H -6.726 -0.071 4.066 -0.013 0.082 -0.025 0.0498
P -7.504 2.648 3.987 -3.957 -0.840 -6.736 0.7523
H 2.836 -0.511 3.538 0.108 0.113 0.013 0.0762
H 5.213 -3.342 7.247 0.112 -0.185 -0.247 0.0834
H 7.048 1.593 -5.530 -0.509 -0.038 0.730 0.0684
C -3.241 -1.137 0.056 0.542 -1.095 -0.164 -0.2075
H 2.440 -2.046 -8.862 0.400 0.064 0.728 0.1096
H -10.090 3.929 2.999 0.135 -0.234 0.041 0.0664
H -9.161 4.876 6.369 -0.032 -0.195 -0.017 0.0797
H 4.750 -0.978 2.375 -0.029 0.034 -0.030 0.0734
C -6.950 4.411 1.981 0.346 -0.148 0.152 -0.1419
H 4.444 -4.582 1.334 -0.182 0.136 0.014 0.0753
H -4.063 0.587 4.332 0.439 0.014 -0.701 0.0870
H 4.431 2.314 0.285 -0.505 -0.261 -0.868 0.1044
N 4.822 -3.414 5.168 -0.575 -3.388 0.313 -0.2709
H 6.324 -1.756 2.203 -0.121 -0.116 -0.103 0.0797
H -3.695 2.246 2.549 0.955 -0.479 0.001 0.0590
C -9.593 1.035 2.923 -0.358 0.556 0.086 -0.1303
O 1.515 0.188 -8.566 0.296 0.681 0.847 -0.0564
H -3.422 -2.570 1.707 0.285 0.931 0.070 0.1085
H -8.051 5.229 5.063 -0.009 -0.210 -0.145 0.0721
C -1.204 -2.721 -0.051 -0.421 -1.396 -1.664 -0.2048
C 3.659 3.396 -1.488 -0.307 -0.111 1.125 -0.1691
H 3.557 0.226 -7.957 -0.766 0.126 0.328 0.1347
H 0.428 0.617 -4.222 0.688 0.021 0.663 0.1188
O 4.164 4.400 -4.592 -3.071 -1.121 0.106 -0.3239
H 3.846 -2.982 0.853 -0.048 -0.043 -0.044 0.0619
C 2.564 -0.185 -7.649 -0.123 -2.324 -0.345 -0.3336
C 4.185 2.069 -0.786 1.061 1.251 0.278 -0.2535
H -6.809 3.728 1.137 0.122 0.027 -0.055 0.0841
H 6.540 0.862 -3.933 0.004 0.590 -0.716 0.0581
C -7.812 -0.042 4.183 0.544 0.247 0.271 -0.1260
H 3.448 1.237 -0.766 0.619 0.540 -0.295 0.0828
H 6.289 -4.579 4.129 -0.201 0.152 -0.046 0.0718
H 0.781 1.078 -2.537 0.569 -0.322 -0.809 0.1138
H -8.203 -0.920 3.668 -0.101 0.171 -0.113 0.0806
P 3.609 -3.641 3.892 -0.112 7.202 -3.395 0.7450
C 5.001 0.718 -5.555 1.584 1.507 0.497 -0.2264
H 5.714 -1.456 3.793 -0.260 -0.076 0.041 0.0665
C 1.386 -2.702 5.137 0.024 -0.617 -0.141 -0.1329
H -0.700 -1.882 0.481 -0.355 -0.565 -0.518 0.1055
H -2.533 -0.265 3.908 -1.029 0.075 -0.424 0.0960
C -4.227 -0.609 2.457 0.984 -1.157 -0.113 -0.2134
H -2.692 -0.180 -0.118 -0.697 -0.493 0.048 0.0989
H -5.996 4.546 2.489 -0.047 -0.191 -0.110 0.0692
H -10.037 0.048 3.078 0.287 -0.032 0.132 0.0783
H 0.656 2.508 -5.800 1.026 0.149 -0.145 0.1414
C 5.829 -4.509 5.114 0.514 0.015 -0.244 -0.1381
H 3.941 -2.798 -6.477 0.179 0.300 -0.114 0.0597
H 3.968 -0.731 4.899 0.078 0.013 -0.172 0.0647
O -6.248 2.242 3.204 1.115 0.821 3.882 -0.3093
C 2.638 1.456 -5.553 -1.337 0.418 -0.566 -0.3806
H 1.457 -3.542 -2.992 0.621 0.273 0.872 0.0926
N 4.020 1.750 -5.944 -0.655 -0.962 0.812 -0.0151
C 4.645 -3.512 1.382 -0.149 -0.241 0.006 -0.1435
H -8.031 -0.160 5.255 -0.006 -0.206 0.014 0.0660
H 0.712 -1.847 5.201 0.182 0.093 -0.098 0.0750
H -2.180 -1.269 2.044 -0.783 -0.439 -0.699 0.0949
H 6.636 -4.331 5.827 -0.159 0.091 0.066 0.0797
H 1.710 4.348 -1.814 0.340 -0.890 -0.240 0.1183
H -9.950 2.823 6.798 0.205 0.235 -0.089 0.0833
H 2.301 -0.392 5.210 -0.141 -0.279 -0.011 0.0782
N 4.778 -3.063 2.766 0.335 -0.403 -0.318 -0.3180
C 1.278 -3.313 -0.739 -0.209 -0.421 -1.411 -0.1907
H -0.477 -2.944 -2.096 0.554 -0.515 0.778 0.0824
C -3.190 -1.476 1.600 -0.819 0.405 -0.280 -0.2179
H -8.417 1.934 6.744 -0.122 0.003 0.138 0.0860
H 1.067 -0.114 -6.080 0.911 0.272 -0.097 0.1376
C 4.360 -3.372 6.565 -0.380 0.413 0.285 -0.1309
N 2.669 -2.362 4.536 -0.979 0.422 1.043 -0.3496
H -3.234 -3.110 -0.977 0.772 0.534 0.234 0.1120
N -7.967 3.913 2.905 0.382 0.430 -0.067 -0.3210
C 6.204 1.473 -4.808 -0.259 -0.427 -0.367 -0.0792
H 0.816 -1.230 -2.410 0.736 0.314 -0.679 0.1017
H 0.863 -3.468 4.558 0.078 0.002 -0.038 0.0671
C 2.971 -1.036 -2.279 -0.471 -1.807 0.072 -0.1827
N -8.785 3.217 5.076 2.729 0.333 2.038 -0.2721
H 4.733 -1.608 -7.370 -0.116 -0.227 0.182 0.0429
H 1.537 -2.317 -0.286 -0.491 -0.820 -0.451 0.0971
H 5.867 2.494 -4.489 0.227 -1.019 -0.206 0.0612
H 3.857 -0.513 -2.705 -0.783 -0.019 0.507 0.0809
H -2.360 1.270 1.736 -0.508 0.044 0.676 0.0582
H 5.370 -5.478 5.338 0.137 0.000 0.190 0.0792
H 1.521 -4.092 0.020 0.011 0.669 -0.495 0.1035
C 1.248 0.625 -3.454 0.218 -0.176 0.313 -0.1352
H -9.422 1.145 1.847 -0.135 0.058 -0.034 0.0784
H -2.283 -1.842 -1.825 -0.051 -0.313 0.751 0.0953
O 2.252 3.889 -6.163 -0.334 -0.102 2.322 -0.2149
H 5.459 0.251 -6.463 -0.625 -0.106 0.805 0.1000
H -9.413 3.425 1.431 -0.005 -0.035 -0.046 0.0749
C 2.171 3.340 -1.998 0.739 1.268 -0.074 -0.1642
N 5.490 1.658 -1.383 -1.171 -0.864 0.552 -0.0108
N -8.370 1.204 3.674 -0.206 -1.259 0.469 -0.3436
C 1.705 2.560 -6.207 -0.264 -1.438 -1.208 -0.1497
C 3.369 -2.584 -2.252 -0.273 -0.127 -0.659 -0.1889
C -9.273 4.083 2.294 -0.495 0.345 0.511 -0.1449
H -4.894 -1.355 2.971 0.410 0.948 -0.328 0.0969
C -2.841 1.536 2.707 -0.268 -0.151 0.945 -0.1106
H 1.610 2.634 -1.331 0.317 0.358 -0.998 0.1169
C 2.410 1.550 -3.966 0.269 0.930 -0.380 -0.1811
H 3.403 1.381 -3.485 -0.848 -0.189 -0.185 0.1153
O 2.153 5.699 -4.301 -0.509 -3.159 -0.744 -0.3070
H 2.666 -0.751 -5.569 -0.393 0.819 -0.568 0.0992
C 2.959 -0.946 4.536 0.628 0.043 0.062 -0.1317
H 4.097 2.020 -6.919 -0.109 -0.062 0.250 0.1250
H -4.298 -1.096 -0.325 0.876 0.407 0.596 0.1086
H -9.399 5.113 1.944 0.190 -0.036 -0.021 0.0777
H -7.495 4.261 6.429 -0.143 0.056 0.175 0.0795
```
Forces are in eV/Å.

E_HOMO: -8.0 eV
gap between HOMO and LUMO: 7.4 eV
net charge: 0
multiplicity: 1

(2)
Formula: C43H63BrCoFGeN4P3STe
Source: the Open Molecules 2025 dataset
Level of theory: ωB97M-V/def2-TZVPD

Structure (XYZ):
```
119
Properties=species:S:1:pos:R:3:forces:R:3:lowdin_spin:R:1
H -5.417 -0.260 -1.817 -0.021 0.030 0.047 0.0000
H -2.327 -4.246 -3.070 -0.014 0.010 -0.014 0.0000
H -4.356 1.404 5.615 -0.002 -0.032 -0.014 0.0000
H -4.227 1.238 -2.349 0.080 -0.017 -0.001 -0.0003
H -2.237 -1.447 0.851 0.023 -0.046 0.099 -0.0002
H -5.625 -0.976 -0.222 -0.023 -0.009 -0.012 -0.0002
C -4.097 2.319 3.683 0.005 -0.075 0.025 0.0001
H -0.209 -4.365 -4.390 0.012 -0.013 0.003 0.0004
S 1.254 0.934 -7.752 -0.253 -0.208 0.038 0.0157
H 1.189 4.796 2.389 0.010 -0.009 0.018 0.0000
C 0.341 1.180 5.420 -0.072 0.006 -0.068 -0.0001
H 0.540 3.375 1.562 -0.042 -0.047 0.024 0.0002
H 4.649 4.632 1.073 0.031 -0.030 0.034 0.0000
H 5.484 3.539 -2.016 -0.017 0.002 -0.006 0.0000
H -0.966 -3.494 6.266 0.019 0.002 -0.006 0.0000
H 5.927 1.145 -1.625 0.015 -0.029 0.023 0.0000
H 3.858 0.280 1.340 0.081 0.092 0.041 0.0002
C -2.265 1.459 2.323 -0.114 -0.056 -0.048 0.0014
H -0.654 1.334 5.811 -0.063 -0.085 -0.028 0.0000
H -1.537 -0.895 -9.086 0.004 0.008 -0.002 -0.0010
C 2.614 3.830 1.071 0.065 -0.107 0.071 0.0004
H -4.942 2.989 3.794 -0.003 0.000 -0.036 0.0000
C -2.842 2.446 -3.384 -0.056 -0.042 0.003 -0.0009
H -2.378 -0.008 5.388 0.146 0.000 0.027 0.0000
C 2.896 0.900 4.422 -0.024 -0.058 0.140 0.0013
H 1.930 -4.730 -0.549 0.024 -0.020 0.001 0.0000
H 5.159 0.242 -0.312 0.012 0.002 -0.033 0.0000
H -3.708 -0.670 1.396 0.021 0.040 0.028 0.0000
C -0.865 -3.161 5.242 -0.002 -0.038 0.038 -0.0001
H -1.165 -3.247 0.200 0.045 -0.064 -0.015 0.0000
H -1.833 2.598 -0.467 -0.104 -0.016 -0.089 0.0024
N -0.523 0.078 3.327 -0.146 -0.278 0.442 -0.0013
C 0.206 0.370 -8.989 0.259 0.162 0.085 0.0513
Ge 0.227 0.182 1.036 -0.149 -0.425 -0.520 0.0322
H -3.773 -2.322 0.778 -0.069 0.030 -0.010 0.0000
P -2.223 0.383 -1.374 -0.742 0.389 0.214 -0.0179
C 2.153 -2.702 -1.339 0.039 0.209 -0.068 -0.0003
H -1.958 2.361 -4.011 0.021 0.041 0.039 -0.0001
H 2.336 4.495 0.247 0.011 0.003 -0.002 0.0003
H -0.754 -4.356 2.094 0.020 0.038 0.008 0.0000
C -0.928 -4.056 4.189 0.015 0.016 0.061 0.0000
H 2.644 -1.008 -0.078 0.044 -0.018 -0.034 0.0000
H -2.378 -3.532 -1.457 -0.035 0.020 -0.033 0.0001
C 4.991 1.003 -1.076 -0.041 0.061 -0.042 0.0000
N -1.649 1.242 1.146 0.767 -0.263 0.308 0.0186
C 2.425 -4.206 -1.371 -0.083 0.059 -0.009 -0.0005
H -3.652 3.000 1.712 -0.007 -0.029 0.018 0.0000
H 4.238 0.626 -1.772 -0.021 -0.050 0.000 -0.0001
H -3.497 -1.657 -1.458 0.008 0.074 0.061 0.0000
H -0.201 -2.597 -4.314 -0.001 0.001 -0.027 0.0084
C -3.561 -0.815 -0.766 0.210 -0.101 0.015 -0.0030
H 1.660 3.179 2.919 -0.016 0.004 0.017 0.0000
C 1.803 0.647 3.567 0.133 0.025 0.019 0.0032
C 2.709 1.302 5.732 -0.044 0.035 -0.029 0.0002
H 3.649 1.663 2.424 -0.024 -0.153 -0.127 0.0003
H -1.108 -5.108 4.378 0.015 0.001 -0.010 0.0000
C 4.529 2.335 -0.481 -0.186 -0.162 0.094 0.0015
C -0.575 -1.352 3.662 -0.060 -0.130 0.048 0.0002
C 1.429 1.504 6.221 0.041 0.026 0.150 0.0001
P 0.357 -2.201 -1.345 -0.208 -0.489 0.162 -0.0108
C -3.372 2.321 2.506 -0.047 0.025 0.018 0.0006
H 1.237 -3.494 -3.850 -0.008 -0.001 -0.058 0.0034
C -0.731 -3.624 2.888 -0.024 -0.071 -0.015 0.0000
C 2.853 -2.075 -0.132 -0.093 0.095 0.004 0.0000
C -3.317 0.048 -3.894 -0.080 -0.006 0.087 0.0006
H 3.500 -4.361 -1.254 0.002 -0.025 0.016 -0.0001
H 2.530 -2.534 0.806 0.009 -0.026 0.008 0.0000
H 1.271 1.868 7.228 -0.023 0.026 -0.024 0.0000
C 0.518 0.680 4.142 0.220 0.084 0.060 0.0002
H -2.323 -0.127 -4.314 -0.002 -0.018 0.008 0.0014
H 3.571 1.473 6.366 0.001 0.022 -0.010 0.0001
C 0.147 -3.504 -3.818 0.049 -0.042 0.080 0.0108
C 4.490 3.396 -1.581 -0.024 -0.021 0.110 0.0001
H -2.645 3.197 -2.622 0.029 0.028 -0.034 0.0001
C -3.764 1.451 4.710 -0.048 0.054 0.080 0.0003
C -3.296 -1.347 0.646 0.074 0.008 -0.101 -0.0001
C -2.296 1.694 -0.061 0.085 0.047 -0.121 0.0008
H 0.519 -3.611 0.584 -0.080 -0.046 -0.017 -0.0001
H 0.375 0.659 -10.015 -0.072 -0.036 -0.015 0.0032
C -0.677 -1.813 4.962 0.000 0.070 -0.058 0.0000
F 1.822 -0.037 -1.913 0.470 -0.012 -0.361 -0.0073
H -1.357 -1.178 -6.488 0.006 0.021 0.011 0.0019
H 3.570 5.339 2.276 0.052 -0.013 0.036 0.0000
C -2.619 0.670 4.584 -0.002 -0.022 -0.023 -0.0001
H 4.136 4.360 -1.210 0.038 0.028 -0.024 0.0000
Br 0.174 2.336 -2.234 0.050 0.356 -0.105 0.1267
C -0.498 -2.265 2.594 0.033 -0.069 0.000 0.0005
C 0.383 0.092 -6.515 0.100 0.178 -0.067 0.0609
C -0.671 -0.582 -7.076 -0.091 -0.083 0.098 0.0516
H -2.206 -2.490 -2.884 -0.003 -0.050 -0.015 0.0003
C -3.236 1.098 -2.783 0.293 -0.006 -0.076 -0.0022
N -0.198 -1.798 1.354 0.112 0.646 0.150 0.0062
H -0.127 -4.504 -1.918 0.033 0.009 0.015 0.0002
H 5.221 2.634 0.314 0.036 0.020 -0.053 0.0002
H 3.899 0.756 4.045 -0.027 -0.016 0.112 0.0000
H -3.673 2.795 -4.006 -0.016 -0.018 -0.002 -0.0001
C 3.843 4.406 1.772 -0.112 0.019 -0.086 0.0001
C -0.399 -3.555 -2.391 -0.088 0.307 -0.019 0.0008
H -3.358 1.908 0.103 0.046 -0.064 0.037 0.0002
H 3.934 -2.207 -0.226 0.007 -0.030 0.015 0.0000
H 4.223 3.719 2.533 0.022 0.036 0.017 0.0000
N 1.946 0.426 2.226 -0.782 0.330 -0.175 0.0372
C -0.772 -0.430 -8.481 -0.065 -0.038 -0.104 0.0025
H 3.807 3.076 -2.370 -0.007 0.014 -0.037 -0.0001
H -3.967 0.400 -4.699 0.002 0.000 -0.007 0.0000
C -1.823 0.730 3.455 -0.095 0.150 0.000 0.0003
H 2.572 -2.246 -2.240 -0.039 0.044 0.033 0.0030
H -5.091 0.691 -0.351 -0.039 0.003 0.004 0.0000
P 2.801 2.163 0.222 -0.025 0.156 -0.138 0.0073
Co -0.006 0.010 -1.627 0.278 -0.286 0.475 0.9028
H 2.127 -4.675 -2.308 -0.025 -0.028 0.029 0.0000
C -5.003 -0.296 -0.809 0.034 -0.058 -0.079 -0.0008
H -3.715 -0.903 -3.532 0.000 0.002 -0.070 0.0001
C 3.150 1.048 1.669 0.020 -0.136 -0.294 0.0010
C -1.921 -3.448 -2.444 0.113 -0.042 0.045 0.0005
H -0.586 -1.122 5.787 -0.058 0.106 0.003 0.0000
C 1.431 3.787 2.042 -0.039 -0.057 -0.127 0.0001
Te 1.000 0.188 -4.501 0.272 0.079 -0.255 0.6859
C -0.169 -2.794 0.321 -0.004 0.073 -0.099 -0.0032
```
Forces are in eV/Å.

relative energy (zero: lowest compared OMol25 entry of this formula, charge and spin): 29.3 kcal per mole
E_HOMO (spin up / spin down): -3.8 / -4.4 eV
gap between HOMO and LUMO (spin up / spin down): 6.0 / 5.5 eV
net charge: -1
multiplicity: 3